Here is a single C2H7N3O2 molecule from the OMol25 dataset. Energies are from ωB97M-V with the def2-TZVPD basis set.

E_HOMO = -9.801 eV
ΔE to the lowest compared entry with this formula, charge and spin = 111.7 kcal per mole
Total energy = -395.02701 Ha
Kohn-Sham gap = 10.6433 eV
Largest force on an atom = 1.54 eV Å⁻¹
SMILES string = [H]/N=C\[N@+](N)([O-])CO

Last column: Mulliken charge in e.
Atoms and positions in Å:
C1 0.98 0.24 -0.86  -0.384
N1 -0.30 -0.12 -0.10  0.822
N2 -0.63 1.03 0.70  -0.868
C2 -0.03 -1.25 0.80  0.020
O1 -1.22 -0.43 -0.97  -0.838
O2 0.57 0.84 -2.00  -0.505
N3 0.10 -1.20 2.03  -0.602
H1 -0.33 0.41 -2.14  0.422
H2 -1.59 0.90 1.03  0.266
H3 -0.65 1.83 0.08  0.301
H4 1.52 -0.71 -1.04  0.264
H5 1.58 0.91 -0.23  0.334
H6 0.05 -0.27 2.44  0.310
H7 -0.03 -2.18 0.26  0.460